No. 1
Density functional theory data (ωB97M-V/def2-TZVPD) for a single C4H7NO molecule at a distorted geometry.

Last column: natural (NBO) charge in e.
Element x y z (Å)
C 1.4360 -0.7034 1.1941  -0.258
C 0.2090 0.5569 -0.7065  -0.248
O 0.9125 -0.9287 -0.1311  -0.562
C -1.2423 0.3379 -0.2449  -0.600
C -2.0469 1.3744 -0.9011  0.302
N -2.6676 2.1830 -1.4482  -0.334
H 2.1327 -1.5085 1.4393  0.192
H 1.9030 0.2836 1.2281  0.218
H 0.5834 -0.7384 1.8719  0.201
H 0.2042 0.2319 -1.7654  0.119
H 1.6676 -1.0093 -0.7333  0.514
H -1.3562 0.4731 0.8387  0.229
H -1.6868 -0.6367 -0.5017  0.226

Forces on atoms 1 to 2 (eV/Å):
C 0.02 0.00 0.27
C -0.17 -0.29 -0.18

Computed properties:
charge	0
2S+1	1
Kohn-Sham gap	8.39	eV
HOMO level	-0.2991	Ha
ΔE to the lowest compared entry with this formula, charge and spin	495.2	kJ/mol

---

No. 2
Density functional theory data (ωB97M-V/def2-TZVPD) for C25H25As2ClIN6OTa as an isolated structure.

Last column: natural (NBO) charge in e.
Element x y z (Å)
Ta 0.3883 0.0856 0.5850  2.143
N -0.9236 2.7806 3.6935  -0.272
C -0.1388 1.7639 3.4051  0.277
N -0.3432 1.4398 2.1134  -0.671
C -1.2977 2.3495 1.7015  0.300
N -1.6649 3.1749 2.6299  -0.134
C -1.7451 2.3167 0.3114  0.125
C -2.7359 3.1259 -0.2219  0.080
N -3.0776 3.0347 -1.5034  -0.236
C -2.4472 2.1408 -2.2575  0.046
C -1.4581 1.3098 -1.7440  0.045
N -1.1029 1.4001 -0.4500  -0.581
H -1.0150 3.2711 4.5810  0.487
H 0.5401 1.2927 4.1011  0.279
H -3.2532 3.8525 0.3960  0.273
H -2.7276 2.0809 -3.3030  0.266
H -0.9667 0.5739 -2.3643  0.238
C 1.3505 -1.6520 -3.0293  -0.899
As 0.4862 -1.8342 -1.3208  0.969
C 1.3072 -3.4201 -0.5689  -0.901
C -1.3858 -2.1528 -1.6211  -0.384
C -1.8373 -2.5148 -2.8853  -0.190
C -3.2000 -2.6931 -3.1123  -0.140
C -4.1079 -2.4978 -2.0839  -0.157
C -3.6633 -2.1346 -0.8148  -0.129
C -2.3046 -1.9629 -0.5773  -0.385
As -1.6875 -1.6004 1.2148  0.963
C -1.5043 -3.3350 2.0437  -0.888
C -3.1388 -0.7834 2.1777  -0.915
H 0.9121 -0.8545 -3.6230  0.262
H 1.2266 -2.6150 -3.5239  0.282
H 2.4090 -1.4634 -2.8636  0.275
H 0.8712 -4.2759 -1.0828  0.284
H 1.1526 -3.4972 0.5026  0.249
H 2.3769 -3.3699 -0.7686  0.276
H -1.1479 -2.6752 -3.7048  0.242
H -3.5458 -2.9897 -4.0942  0.271
H -5.1664 -2.6388 -2.2608  0.270
H -4.3948 -2.0067 -0.0270  0.231
H -2.5130 -3.7482 2.0446  0.278
H -1.1405 -3.2413 3.0646  0.273
H -0.8527 -3.9756 1.4604  0.260
H -3.9491 -1.5100 2.2098  0.283
H -3.4770 0.1317 1.6968  0.251
H -2.8116 -0.5809 3.1962  0.266
Cl 6.7556 2.8799 0.6810  0.196
C 5.3912 1.9063 0.9179  0.025
C 5.4599 0.8286 1.7733  -0.243
C 4.3446 -0.0132 2.0019  -0.149
I 4.4758 -1.6242 3.2542  0.415
C 3.1902 0.3190 1.3355  0.180
O 1.9661 -0.3498 1.3735  -0.680
C 3.0769 1.3861 0.4543  0.128
N 1.8336 1.5437 -0.1496  -0.633
C 1.7187 2.5785 -1.0223  0.112
C 2.7570 3.4379 -1.3080  -0.250
C 3.9948 3.2690 -0.6940  0.020
C 4.1756 2.2204 0.2138  -0.063
H 6.3941 0.6209 2.2786  0.290
H 0.7589 2.7100 -1.5009  0.221
H 2.5981 4.2413 -2.0141  0.286
H 4.8139 3.9436 -0.9176  0.285

Forces on atoms 1 to 2 (eV/Å):
Ta 0.57 0.76 0.04
N -0.13 0.12 -0.07

Computed properties:
charge	+4
2S+1	1
Kohn-Sham gap	5.18	eV
HOMO level	-0.7162	Ha
ΔE to the lowest compared entry with this formula, charge and spin	0.0	kJ/mol

---

No. 3
Density functional theory data (ωB97M-V/def2-TZVPD) for a 2-piece molecular cluster, C38H62FI2N4O3 overall at a distorted geometry.

Last column: Mulliken charge in e.
Element x y z (Å)
C 2.3218 7.1336 -2.2178  -0.986
C 1.4771 8.2289 -1.5079  -0.450
C 0.0205 8.3148 -1.9918  -1.000
C -0.9424 7.4263 -1.1944  -0.715
C -0.6582 5.9398 -1.4179  -0.141
C -1.8496 5.0482 -1.0381  -0.980
C -1.4514 3.7771 -0.2890  0.435
C -2.6808 3.1798 0.3960  -0.998
C -2.6085 1.6783 0.7745  -1.509
C -1.2606 1.1270 1.1959  0.939
C -0.7800 -0.0902 0.7046  0.763
C -1.5732 -0.9525 -0.2493  -0.993
C -1.2456 -0.8855 -1.7288  0.182
O -1.6548 -1.7171 -2.4657  -0.472
I -0.0615 0.6747 -2.5624  0.034
C 0.4920 -0.6056 1.1383  0.660
C 1.0381 -1.9043 0.6007  -1.898
C 1.0309 -3.0926 1.6085  0.161
C 0.7135 -4.4221 0.9226  -1.584
O 0.2311 -2.8703 2.7463  -0.560
C 1.2345 0.1043 2.0698  -0.588
N 2.4827 -0.3712 2.5650  0.103
C 3.6513 -0.1822 1.6839  -0.646
C 4.6947 0.7561 2.2927  -0.942
C 4.3955 2.2318 1.9174  0.371
C 5.3211 2.7781 0.8080  -1.305
C 0.7519 1.3337 2.6016  0.107
N 1.5040 1.9795 3.5508  -0.356
C 0.9961 3.0773 4.0278  1.141
C 1.7790 3.8098 5.0919  -0.962
C 2.8349 2.9114 5.7463  -0.080
C 3.2901 3.5350 7.0681  -0.548
F 2.6414 2.9527 8.1434  -0.314
C -0.2664 3.5872 3.5638  -1.313
I -1.0261 5.4048 4.3127  0.066
N -0.9823 2.9880 2.6807  -0.300
C -0.4796 1.8228 2.1577  0.299
H 3.2345 7.5220 -2.6517  0.338
H 2.5588 6.3481 -1.5034  0.183
H 1.7076 6.6478 -2.9701  0.285
H 1.4360 7.9926 -0.4456  0.292
H 1.9942 9.1751 -1.6339  0.401
H -0.0458 8.0381 -3.0452  0.463
H -0.2894 9.3570 -1.9188  0.327
H -1.9423 7.6718 -1.5501  0.416
H -0.8388 7.6949 -0.1432  0.264
H 0.2494 5.6772 -0.8791  0.114
H -0.4924 5.8368 -2.4899  0.336
H -2.4931 5.6245 -0.3694  0.410
H -2.4494 4.8255 -1.9199  0.408
H -0.7756 4.1146 0.4945  0.186
H -0.9532 3.0727 -0.9440  -0.409
H -3.5105 3.2728 -0.3097  0.621
H -2.9554 3.7905 1.2465  0.404
H -3.2744 1.5489 1.6316  0.273
H -3.0500 1.1134 -0.0350  0.219
H -2.6431 -0.7907 -0.1670  0.790
H -1.4216 -1.9916 0.0221  0.216
H 2.0655 -1.7749 0.2721  0.438
H 0.4953 -2.2239 -0.2825  0.507
H 2.0414 -3.1921 1.9971  0.582
H 1.2874 -5.2080 1.4085  0.423
H 1.0366 -4.4226 -0.1167  0.369
H -0.3373 -4.6906 1.0228  0.287
H -0.6955 -2.8049 2.4965  0.386
H 2.4056 -1.3133 2.9075  0.368
H 3.3117 0.1666 0.7071  0.418
H 4.1064 -1.1652 1.5280  0.372
H 4.6735 0.6322 3.3698  0.243
H 5.6666 0.4588 1.9041  0.543
H 4.4138 2.8403 2.8167  0.054
H 3.3760 2.2568 1.5417  -0.056
H 5.8330 3.6699 1.1540  0.375
H 4.7408 2.9997 -0.0831  0.285
H 6.0610 2.0422 0.5058  0.299
H 2.2661 4.6690 4.6341  0.356
H 1.0953 4.1071 5.8817  0.716
H 2.4260 1.9321 5.9703  0.334
H 3.7161 2.8389 5.1161  -0.050
H 3.0358 4.5961 7.0750  0.283
H 4.3652 3.4592 7.2091  0.341
C -3.3281 -4.6578 -3.8058  -1.839
C -2.8481 -5.4444 -2.5619  1.892
C -1.3135 -5.5042 -2.5081  -0.871
C -0.6774 -6.4830 -3.4967  -0.734
C -1.3023 -7.8746 -3.3966  -1.267
C -2.8294 -7.8677 -3.5646  1.353
N -3.3950 -6.8594 -2.5801  0.875
O -3.4982 -7.3149 -1.4897  -0.382
C -3.2080 -7.5200 -5.0161  -1.619
C -3.4083 -9.2580 -3.3151  -1.717
C -3.3630 -4.6687 -1.3562  -1.647
H -4.2838 -5.0292 -4.1777  0.397
H -3.4785 -3.6107 -3.5587  0.478
H -2.6121 -4.6788 -4.6248  0.328
H -1.0055 -5.7828 -1.4944  0.344
H -0.9403 -4.4949 -2.6838  0.227
H -0.7592 -6.1020 -4.5164  0.321
H 0.3900 -6.5536 -3.2841  0.432
H -0.8853 -8.5336 -4.1565  0.451
H -1.0466 -8.3141 -2.4264  0.395
H -4.2869 -7.4098 -5.1256  0.394
H -2.8897 -8.3281 -5.6697  0.452
H -2.7348 -6.6173 -5.3914  0.316
H -3.1177 -9.6690 -2.3491  0.400
H -3.0399 -9.9355 -4.0798  0.429
H -4.4974 -9.2468 -3.3702  0.456
H -4.4536 -4.6456 -1.3277  0.491
H -2.9985 -3.6461 -1.4232  0.194
H -3.0020 -5.0728 -0.4097  0.418

Forces on atoms 1 to 2 (eV/Å):
C -0.78 -0.05 0.62
C 0.15 -0.63 -0.44

Computed properties:
charge	+1
2S+1	1
Kohn-Sham gap	3.70	eV
HOMO level	-0.3745	Ha

---

No. 4
Density functional theory data (ωB97M-V/def2-TZVPD) for C29H39B2F8N7O4S5Tc as an isolated structure at a distorted geometry.

Last column: Löwdin spin population.
Element x y z (Å)
Tc -1.0477 -0.9726 2.9087  0.885
C -4.2181 -2.3499 -1.0495  0.000
C -2.7880 -1.9305 -1.1643  0.003
C -2.0328 -2.1248 -2.2869  0.000
C -0.6849 -1.7080 -2.3334  0.003
N -0.1302 -1.0907 -1.3132  0.002
N -0.8569 -0.9141 -0.2139  0.013
B -0.2677 -0.1094 1.0048  0.002
N -0.8148 1.3631 0.8623  0.000
N -0.8042 1.8499 -0.3729  0.001
C -1.2848 3.0556 -0.5739  0.000
C -1.7810 3.8219 0.5039  0.001
C -1.7634 3.3313 1.7846  0.002
C -2.2696 4.1024 2.9628  -0.001
C -1.2607 2.0179 1.9210  0.004
S -1.2518 1.2021 3.4627  0.004
C -1.2116 3.5776 -2.0010  0.000
C 0.2065 4.1457 -2.1945  0.000
C -2.2430 4.6817 -2.2473  0.000
C -1.4572 2.4313 -2.9851  0.000
N 1.3140 0.0132 0.9308  -0.002
N 1.8245 0.6442 -0.1256  0.000
C 3.1183 0.8891 -0.1412  0.000
C 3.9389 0.5564 0.9562  0.001
C 3.4286 -0.1299 2.0258  0.000
C 4.2620 -0.5587 3.1943  -0.001
C 2.0537 -0.4095 1.9455  0.001
S 1.2923 -1.3921 3.1971  -0.009
C 3.7139 1.5715 -1.3574  0.000
C 2.6887 1.6840 -2.4776  0.000
C 4.1986 2.9677 -0.9429  0.000
C 4.9008 0.7286 -1.8581  0.000
C -2.1141 -1.3279 -0.0814  0.010
S -2.8788 -1.1493 1.4660  0.021
C 0.1842 -1.8820 -3.5716  0.000
C 1.5965 -2.2972 -3.1440  0.000
C 0.2049 -0.5346 -4.3061  0.000
C -0.3795 -2.9521 -4.5098  0.000
H -4.5604 -2.8003 -1.9778  0.000
H -4.8576 -1.4957 -0.8222  0.000
H -4.3429 -3.0715 -0.2409  0.000
H -2.4768 -2.5997 -3.1499  0.000
H -2.1861 4.8061 0.3187  0.000
H -2.6537 5.0692 2.6481  0.000
H -1.4729 4.2671 3.6891  0.000
H -3.0673 3.5606 3.4711  0.000
H 0.3469 5.0564 -1.6105  0.000
H 0.3681 4.3911 -3.2433  0.000
H 0.9656 3.4211 -1.8871  0.000
H -2.0402 5.5830 -1.6700  0.000
H -3.2600 4.3474 -2.0358  0.000
H -2.2052 4.9675 -3.2977  0.000
H -0.7661 1.6058 -2.8216  0.000
H -1.3209 2.7972 -4.0021  0.000
H -2.4777 2.0539 -2.8973  0.000
H 4.9802 0.8467 0.9517  0.000
H 5.2741 -0.1756 3.0930  0.000
H 4.3146 -1.6467 3.2574  0.000
H 3.8444 -0.1950 4.1333  0.000
H 1.7733 2.1869 -2.1581  0.000
H 2.4184 0.6988 -2.8508  0.000
H 3.1250 2.2488 -3.3008  0.000
H 3.3775 3.5747 -0.5582  0.000
H 4.6132 3.4761 -1.8127  0.000
H 4.9812 2.9285 -0.1844  0.000
H 4.5910 -0.2915 -2.0901  0.000
H 5.7215 0.6867 -1.1429  0.000
H 5.2915 1.1761 -2.7711  0.000
H 1.9945 -1.6424 -2.3704  0.000
H 2.2618 -2.2657 -4.0065  0.000
H 1.5978 -3.3170 -2.7563  0.000
H 0.5576 0.2638 -3.6567  0.000
H -0.7940 -0.2705 -4.6594  0.000
H 0.8611 -0.5955 -5.1741  0.000
H -0.5186 -3.9082 -4.0027  0.000
H 0.3278 -3.1148 -5.3223  0.000
H -1.3234 -2.6525 -4.9664  0.000
F -4.2877 -0.7150 6.2070  0.000
C -4.1658 -1.7394 5.3830  0.001
F -4.9346 -2.7360 5.7562  0.000
F -4.4720 -1.3602 4.1475  0.000
S -2.3827 -2.2713 5.4597  0.002
O -1.6137 -1.0423 5.2228  0.011
O -2.1858 -3.0422 6.6288  0.004
N -2.2750 -3.1226 4.0447  0.018
S -0.9010 -3.8238 3.8401  0.005
O 0.1292 -3.6069 4.8011  0.002
O -0.4867 -3.4086 2.3986  0.008
C -1.2153 -5.6573 3.6761  0.000
F -2.1189 -5.8535 2.7365  0.000
F -1.6551 -6.0633 4.8453  0.000
F -0.0801 -6.2386 3.3625  0.000
F 1.1252 -2.8445 0.7993  0.002
B 1.0440 -3.1481 2.1010  0.004
F 1.8271 -4.0992 2.5924  0.002

Forces on atoms 1 to 2 (eV/Å):
Tc 0.13 1.93 -0.09
C 0.04 0.00 0.00

Computed properties:
charge	+2
2S+1	2
Kohn-Sham gap (alpha / beta)	6.34 / 6.58	eV
HOMO level (alpha / beta)	-0.5203 / -0.5184	Ha
ΔE to the lowest compared entry with this formula, charge and spin	94.2	kJ/mol

---

No. 5
Density functional theory data (ωB97M-V/def2-TZVPD) for C12H10AuBrF5 as an isolated structure at a distorted geometry.

Last column: Löwdin spin population.
Element x y z (Å)
C -2.1041 -1.0322 0.6366  -0.013
C -2.2297 -1.5212 1.9752  0.119
C -2.2310 -0.4242 2.8588  0.000
H -2.3745 -2.5608 2.2639  0.007
C -2.1502 0.7777 2.1250  0.146
C -2.0316 0.4664 0.7311  0.029
H -2.3144 1.1335 -0.0836  0.002
H -2.2677 -1.5743 -0.3001  0.003
H -2.3960 -0.4915 3.9358  -0.003
H -2.2398 1.7835 2.5244  0.007
Au 0.0164 -0.2510 0.3304  0.318
Br 1.5429 -1.8965 -0.6330  0.185
C 2.1530 0.5613 -3.0325  0.075
C 1.0734 1.3540 -3.4987  0.187
C 0.0865 0.4734 -4.0539  0.229
H 1.0047 2.4380 -3.4632  0.009
C 0.5679 -0.8568 -3.9283  0.044
C 1.8560 -0.8073 -3.3139  0.351
H 2.5035 -1.6559 -3.1313  0.010
H 3.0525 0.9230 -2.5457  -0.002
H -0.8540 0.7790 -4.5050  0.012
H 0.0540 -1.7601 -4.2432  -0.004
F 1.3673 2.0680 1.6142  0.031
C 1.3855 0.7153 1.7694  0.192
F 2.6631 0.2936 1.5765  0.032
C 1.0398 0.3524 3.2513  0.021
F 2.0410 0.6969 4.0867  0.010
F -0.0562 1.0037 3.7071  0.001
F 0.8414 -0.9879 3.3461  0.001

Forces on atoms 1 to 2 (eV/Å):
C -0.88 0.96 0.29
C -0.06 0.39 -0.95

Computed properties:
charge	-1
2S+1	3
Kohn-Sham gap (alpha / beta)	7.22 / 5.46	eV
HOMO level (alpha / beta)	-0.1429 / -0.1513	Ha

---

No. 6
Density functional theory data (ωB97M-V/def2-TZVPD) for a single C3H6N2O molecule.

Last column: natural (NBO) charge in e.
Element x y z (Å)
C -1.1135 0.5873 0.8669  -0.652
C -0.0764 0.0113 -0.0518  0.251
N -0.4223 -0.1047 -1.4089  -0.366
N 1.2997 0.1172 0.4359  -0.607
C 1.0763 -1.1468 -0.1704  0.198
O 1.1757 -1.1314 -1.4700  -0.408
H -2.1266 0.2825 0.5943  0.222
H -1.0431 1.6835 0.8574  0.228
H -0.9054 0.2610 1.8894  0.249
H -0.7547 0.8265 -1.7459  0.312
H 1.8664 0.6821 -0.1987  0.364
H 1.0238 -2.0685 0.4018  0.209

Forces on atoms 1 to 2 (eV/Å):
C -0.05 0.00 -0.02
C -0.40 0.24 0.12

Computed properties:
charge	0
2S+1	1
Kohn-Sham gap (alpha / beta)	8.19 / 8.18	eV
HOMO level (alpha / beta)	-0.3367 / -0.3367	Ha
ΔE to the lowest compared entry with this formula, charge and spin	598.9	kJ/mol

---

| no. | DFT total energy (eV) |
| --- | --- |
| 1 | -7794.5118 |
| 2 | -181131.8673 |
| 3 | -71424.4940 |
| 4 | -128785.0428 |
| 5 | -99926.8219 |
| 6 | -8230.4913 |